Molecular formula: C62H80N5O
Method: DFT, the ωB97M-V functional and the def2-TZVPD basis

Atoms and positions in Å:
C  2.72383  -6.81751  3.74230
N  1.55447  -6.07358  3.33975
C  0.49068  -5.89905  4.18247
O  0.37895  -6.39231  5.30014
C  -0.53096  -5.02419  3.45562
C  -0.77195  -3.69105  4.17327
C  -1.37255  -3.88665  5.54897
C  -2.70320  -4.29985  5.65892
C  -3.26486  -4.50486  6.92265
C  -2.49317  -4.29190  8.07021
C  -1.15817  -3.88045  7.95881
C  -0.60339  -3.67107  6.69527
N  0.08520  -4.86258  2.13680
C  -0.52946  -4.12811  1.18644
C  -0.02540  -3.89659  -0.09184
C  -0.73600  -3.24251  -1.09831
C  -0.34392  -3.19081  -2.47968
C  -1.29839  -2.87242  -3.48449
C  -0.96361  -2.85638  -4.81842
C  0.37610  -3.07350  -5.21796
N  0.74933  -2.87878  -6.55669
C  1.53281  -1.71687  -6.93149
C  0.88231  -3.98604  -7.48090
C  1.33328  -3.43129  -4.23978
C  0.98294  -3.48116  -2.90334
C  1.43118  -5.45719  2.02788
C  2.51201  -4.38810  1.82682
C  1.53636  -6.53605  0.93632
H  2.65418  -7.04611  4.80716
H  2.80246  -7.75092  3.17285
H  3.62373  -6.22484  3.54641
H  -1.49079  -5.57597  3.37290
H  0.19033  -3.15733  4.24896
H  -1.43167  -3.08029  3.53901
H  -3.27239  -4.47683  4.74437
H  -4.30777  -4.82161  6.99721
H  -2.93477  -4.44011  9.05575
H  -0.54406  -3.72143  8.84718
H  0.44330  -3.37583  6.58027
H  -1.51868  -3.73958  1.46070
H  0.96294  -4.28999  -0.32866
H  -1.70934  -2.81434  -0.84384
H  -2.32717  -2.67006  -3.18350
H  -1.69483  -2.63670  -5.60152
H  1.09634  -0.80656  -6.49721
H  2.57897  -1.80237  -6.59514
H  1.52034  -1.65041  -8.02445
H  0.02896  -4.66754  -7.39031
H  0.91687  -3.56208  -8.48981
H  1.80939  -4.55651  -7.31083
H  2.35485  -3.65296  -4.55996
H  1.73530  -3.73976  -2.15685
H  2.50419  -3.67786  2.66737
H  3.49583  -4.87076  1.77282
H  2.34826  -3.83811  0.89653
H  0.95031  -7.41908  1.22684
H  1.17388  -6.17660  -0.02956
H  2.59065  -6.82394  0.82990
C  3.28899  3.91241  -0.77509
C  3.75888  2.47042  -0.70578
C  3.70537  1.86166  -2.11649
C  5.22549  2.50157  -0.25927
C  2.96181  1.56935  0.27359
C  3.31472  0.21548  0.26410
C  2.57943  -0.73100  0.97567
C  1.61020  -0.29820  1.87972
C  1.48466  1.05900  2.18399
C  0.95976  1.45811  3.59543
C  -0.49281  1.92214  3.55522
C  1.89715  2.51066  4.19090
C  0.95473  0.25895  4.56177
C  1.91441  1.96673  1.14464
N  1.03913  3.01976  0.72618
C  0.28517  2.90151  -0.44342
C  0.47595  1.91642  -1.39078
C  -0.15661  1.89385  -2.69268
C  -0.23926  3.04240  -3.51081
C  -1.11379  3.05919  -4.58898
C  -1.82094  1.89564  -4.93289
C  -1.59748  0.70355  -4.23306
C  -0.71612  0.68263  -3.15765
N  -0.81478  3.71943  -0.27715
C  -2.00301  3.76898  -1.08560
C  -2.87952  2.64399  -1.19576
C  -3.04697  1.46058  -0.16947
C  -3.79173  0.28071  -0.82345
C  -3.84509  2.00160  1.02775
C  -1.75893  0.86619  0.36894
C  -3.84028  2.70590  -2.21567
C  -4.31801  3.93110  -2.66486
C  -3.62834  5.07655  -2.29835
C  -2.35669  4.98614  -1.71441
C  -1.51915  6.28532  -1.91979
C  -1.64269  6.69918  -3.39956
C  -0.03045  6.19401  -1.64017
C  -2.12240  7.40194  -1.06240
C  -0.64907  4.44954  0.89858
C  0.48527  4.03809  1.49060
H  3.36804  4.41294  0.19454
H  3.92110  4.44875  -1.49780
H  2.26307  3.97599  -1.14561
H  4.26456  0.91990  -2.16956
H  2.67122  1.66901  -2.42263
H  4.14454  2.56216  -2.83827
H  5.66013  1.49898  -0.21356
H  5.81096  3.10586  -0.96498
H  5.30838  2.95989  0.73368
H  4.16225  -0.11577  -0.33701
H  2.81216  -1.79020  0.88589
H  1.01049  -1.04363  2.41198
H  -1.11493  1.18697  3.03256
H  -0.89028  2.02963  4.57717
H  -0.61417  2.89086  3.07147
H  2.85953  2.04315  4.42934
H  2.10356  3.33063  3.50033
H  1.47040  2.92413  5.11148
H  1.92398  -0.25253  4.60348
H  0.73058  0.61062  5.57780
H  0.17507  -0.47249  4.31551
H  1.07824  1.06201  -1.08150
H  0.41686  3.88458  -3.26975
H  -1.23874  3.97431  -5.17052
H  -2.52544  1.92352  -5.76520
H  -2.11129  -0.20881  -4.52887
H  -0.45514  -0.24278  -2.63624
H  -3.28833  -0.03316  -1.74851
H  -3.78901  -0.58802  -0.15085
H  -4.83918  0.51886  -1.04459
H  -3.30446  2.82620  1.51139
H  -4.82199  2.38618  0.70926
H  -4.00353  1.21156  1.77379
H  -1.18925  1.57905  0.96798
H  -1.98844  0.00175  1.01338
H  -1.12819  0.49575  -0.44401
H  -4.29906  1.80120  -2.62219
H  -5.21801  3.99536  -3.27802
H  -4.04276  6.05252  -2.55037
H  -2.65475  7.02516  -3.65850
H  -0.96021  7.53190  -3.61698
H  -1.37184  5.86125  -4.05575
H  0.19149  6.08145  -0.57866
H  0.43554  5.38428  -2.20759
H  0.43752  7.12970  -1.97710
H  -2.06785  7.15437  0.00435
H  -1.56657  8.33376  -1.22652
H  -3.17499  7.57859  -1.31253
H  -1.37209  5.19049  1.20380
H  0.92980  4.38996  2.40661

Forces on atoms 1 to 6 (eV/Å):
C 0.390 -0.169 -0.326
N -0.520 0.319 0.495
C 0.032 -0.932 0.937
O 0.093 0.877 -1.560
C -0.364 -0.572 0.480
C 0.290 0.236 0.052

- energy (eV) = -75082.306
- E_LUMO (eV) = -4.6
- strongest force on any atom (hartree/bohr) = 0.052
- HOMO-LUMO gap (eV) = 3.445
- HOMO energy (eV) = -8.03
- total charge = +1

Here are the Mulliken charges for atoms 1 to 5, given in e: -0.97, 0.28, 0.15, -0.68, 0.23